one.
The following is a quantum chemistry calculation of a cluster of 2 separate species, C7H11Cl2N2 in total, from the Open Molecules 2025 dataset.

Bonds (Å) are listed after each position.
Element x y z (Å)
1 C 0.41 1.72 -1.13  C4 1.375, N8 1.295, H12 1.085
2 C 1.63 0.84 0.71  C3 1.388, N8 1.153
3 C 2.74 0.63 1.52  C2 1.388, H13 1.107, H14 1.141, H22 1.162
4 C 1.28 1.59 -2.19  C1 1.375, Cl10 1.714, H15 1.068
5 C 0.45 -1.67 0.71  C6 1.323, Cl11 1.739, H16 1.021
6 C -0.82 -1.61 1.10  C5 1.323, C7 1.470, N9 1.411
7 C -1.95 -1.13 0.30  C6 1.470, H17 1.072, H18 1.138, H19 1.202
8 N 0.85 1.36 0.04  C1 1.295, C2 1.153
9 N -1.18 -1.57 2.47  C6 1.411, H20 0.920, H21 1.011
10 Cl 2.82 0.92 -1.85  C4 1.714
11 Cl 0.85 -1.56 -0.98  C5 1.739
12 H -0.65 1.91 -1.06  C1 1.085
13 H 3.23 -0.10 0.86  C3 1.107
14 H 2.63 0.17 2.56  C3 1.141
15 H 1.02 1.63 -3.23  C4 1.068
16 H 1.21 -2.06 1.26  C5 1.021
17 H -1.80 -0.16 -0.13  C7 1.072
18 H -3.03 -1.21 0.66  C7 1.138
19 H -1.82 -1.89 -0.63  C7 1.202
20 H -0.60 -2.08 2.97  N9 0.920
21 H -2.17 -1.70 2.58  N9 1.011
22 H 3.00 1.73 1.78  C3 1.162

## Properties
Gap between HOMO and LUMO ... 7.21 eV
Total charge ... +1
Molar mass ... 194.09 g/mol
Multiplicity ... 1
Highest occupied orbital energy ... -11.7548 eV

two.
The following is a quantum chemistry calculation of a cluster of 2 separate species, C7H11Cl2N2 in total, from the Open Molecules 2025 dataset.

Bonds (Å) are listed after each position.
Element x y z (Å)
1 C 0.82 0.20 -0.35  C2 1.491, N8 1.297, N9 1.346
2 C 0.29 -0.82 -1.29  C1 1.491, C4 1.495, H12 1.078, H13 1.081
3 C -1.87 -0.44 -0.16  C4 1.558, C5 1.359, H14 1.138
4 C -0.94 -1.51 -0.80  C2 1.495, C3 1.558, C7 1.548, H15 1.139
5 C -1.36 0.62 0.52  C3 1.359, N8 1.440, H16 1.030
6 C 0.86 3.38 1.44  Cl10 1.643, Cl11 1.642
7 C -0.70 -2.63 0.25  C4 1.548, H17 1.114, H18 1.140, H19 0.999
8 N 0.02 0.98 0.32  C1 1.297, C5 1.440, H20 1.076
9 N 2.11 0.59 -0.37  C1 1.346, H21 1.035, H22 0.981
10 Cl 1.66 3.57 2.87  C6 1.643
11 Cl 0.49 4.76 0.62  C6 1.642
12 H 0.21 -0.50 -2.32  C2 1.078
13 H 1.06 -1.58 -1.34  C2 1.081
14 H -2.96 -0.75 -0.07  C3 1.138
15 H -1.50 -1.95 -1.68  C4 1.139
16 H -1.90 1.31 1.06  C5 1.030
17 H 0.32 -2.66 0.69  C7 1.114
18 H -0.71 -3.66 -0.23  C7 1.140
19 H -1.39 -2.51 0.96  C7 0.999
20 H 0.41 1.91 0.70  N8 1.076
21 H 2.77 0.48 -1.17  N9 1.035
22 H 2.33 1.22 0.35  N9 0.981

## Properties
Gap between HOMO and LUMO ... 7.76 eV
Total charge ... +1
Molar mass ... 194.09 g/mol
Multiplicity ... 1
Highest occupied orbital energy ... -12.7078 eV

The structure with the most favorable energy is two; the runner-up is 126.6 kJ/mol above it.

one.
The following is a quantum chemistry calculation of a cluster of 2 separate species, C7H16O in total, from the Open Molecules 2025 dataset.

Bonds (Å) are listed after each position.
Element x y z (Å)
1 C 0.67 -0.58 3.06  C2 1.503, H8 1.098, H9 1.090, H10 1.080
2 C 0.14 -0.15 1.72  C1 1.503, C3 1.328, H11 1.095
3 C 0.77 0.05 0.58  C2 1.328, C4 1.517, C5 1.534
4 C 2.29 -0.01 0.60  C3 1.517, H12 1.071, H13 1.097, H14 1.109
5 C 0.16 0.48 -0.76  C3 1.534, C6 1.536, H15 1.101, H16 1.115
6 C -1.35 0.79 -0.67  C5 1.536, C7 1.534, H17 1.101, H18 1.105
7 C -1.89 1.64 -1.82  C6 1.534, H19 1.089, H20 1.084, H21 1.103
8 H 1.67 -0.17 3.26  C1 1.098
9 H 0.68 -1.66 3.21  C1 1.090
10 H 0.05 -0.27 3.89  C1 1.080
11 H -0.96 -0.15 1.68  C2 1.095
12 H 2.59 -0.88 1.15  C4 1.071
13 H 2.64 0.79 1.26  C4 1.097
14 H 2.94 0.18 -0.28  C4 1.109
15 H 0.81 1.34 -0.96  C5 1.101
16 H 0.37 -0.42 -1.38  C5 1.115
17 H -1.77 -0.16 -0.32  C6 1.101
18 H -1.46 1.45 0.21  C6 1.105
19 H -1.78 1.10 -2.75  C7 1.089
20 H -1.42 2.62 -1.83  C7 1.084
21 H -2.96 1.79 -1.60  C7 1.103
22 O -0.91 -2.54 -3.09  H23 0.950, H24 0.967
23 H -0.12 -2.11 -2.78  O22 0.950
24 H -1.17 -3.14 -2.38  O22 0.967

## Properties
Gap between HOMO and LUMO ... 9.64 eV
Structure (SMILES) ... C/C=C(\C)CCC.O
Molar mass ... 116.20 g/mol
Multiplicity ... 1
Highest occupied orbital energy ... -8.8716 eV

two.
The following is a quantum chemistry calculation of a cluster of 2 separate species, C7H16O in total, from the Open Molecules 2025 dataset.

Bonds (Å) are listed after each position.
Element x y z (Å)
1 C -1.86 0.42 1.16  C2 1.324, H8 1.079, H9 1.085
2 C -0.60 0.04 1.06  C1 1.324, C3 1.480, C4 1.521
3 C 0.09 -0.75 2.10  C2 1.480, H10 1.118, H11 1.084, H12 1.111
4 C 0.19 0.30 -0.21  C2 1.521, C5 1.575, H13 1.082, H14 1.108
5 C -0.62 0.70 -1.50  C4 1.575, C6 1.491, H15 1.085, H16 1.103
6 C 0.20 0.52 -2.73  C5 1.491, C7 1.540, H17 1.097, H18 1.097
7 C 0.94 1.80 -3.16  C6 1.540, H19 1.114, H20 1.085, H21 1.087
8 H -2.38 0.59 2.09  C1 1.079
9 H -2.40 0.81 0.30  C1 1.085
10 H 1.20 -0.90 2.09  C3 1.118
11 H -0.12 -1.81 2.08  C3 1.084
12 H -0.27 -0.33 3.07  C3 1.111
13 H 1.02 0.97 -0.02  C4 1.082
14 H 0.73 -0.63 -0.47  C4 1.108
15 H -1.00 1.71 -1.58  C5 1.085
16 H -1.48 0.02 -1.40  C5 1.103
17 H -0.41 0.24 -3.60  C6 1.097
18 H 0.97 -0.26 -2.73  C6 1.097
19 H 1.06 2.40 -2.23  C7 1.114
20 H 1.90 1.83 -3.67  C7 1.085
21 H 0.29 2.39 -3.79  C7 1.087
22 O 0.49 -3.54 4.35  H23 0.956, H24 0.977
23 H 1.32 -3.77 3.93  O22 0.956
24 H 0.72 -2.76 4.88  O22 0.977

## Properties
Gap between HOMO and LUMO ... 9.77 eV
Structure (SMILES) ... C=C(C)CCCC.O
Molar mass ... 116.20 g/mol
Multiplicity ... 1
Highest occupied orbital energy ... -9.0067 eV

The structure with the most favorable energy is one; the runner-up is 23.8 kJ/mol above it.